Entry 1:
# C49H43BrN5O9P2STb

A structure of composition C49H43BrN5O9P2STb at a distorted geometry (ωB97M-V/def2-TZVPD, the OMol25 dataset).

Structure (XYZ):
```
111
C49H43BrN5O9P2STb ωB97M-V/def2-TZVPD
Tb 1.612 -0.502 0.180
O 5.344 1.171 1.451
C 4.337 1.087 0.810
O 3.505 0.123 0.881
C 3.988 2.200 -0.112
C 4.993 3.142 -0.355
C 4.782 4.185 -1.229
C 3.547 4.367 -1.848
C 2.545 3.464 -1.629
C 2.780 2.320 -0.804
O 1.772 1.462 -0.691
N 1.252 3.723 -2.264
O 0.687 2.845 -2.839
O 0.862 4.862 -2.159
N 5.833 5.140 -1.530
O 5.576 5.962 -2.380
O 6.876 5.104 -0.937
H 5.961 3.095 0.124
H 3.441 5.238 -2.473
C -2.611 0.029 -2.337
C -1.908 1.154 -1.564
P -2.685 1.235 0.114
C -1.618 2.357 1.049
C -0.793 3.368 0.495
C -0.004 4.154 1.317
C 0.000 3.969 2.668
C -0.766 2.950 3.228
C -1.552 2.165 2.427
C -4.106 2.336 -0.378
C -3.986 3.693 -0.664
C -5.122 4.466 -0.967
C -6.363 3.852 -1.095
C -6.482 2.513 -0.824
C -5.377 1.744 -0.458
C -1.965 -1.354 -2.267
P -1.519 -1.965 -0.561
C -1.034 -3.708 -0.818
C -0.250 -4.065 -1.925
C 0.209 -5.362 -2.079
C -0.042 -6.295 -1.080
C -0.760 -5.931 0.028
C -1.220 -4.627 0.200
C -3.208 -2.252 0.067
C -3.578 -2.120 1.401
C -4.832 -2.362 1.866
C -5.846 -2.691 0.960
C -5.534 -2.825 -0.382
C -4.219 -2.635 -0.806
H -2.572 0.313 -3.395
H -3.671 -0.007 -2.033
H -2.031 2.121 -2.061
H -0.821 1.020 -1.520
H -0.761 3.528 -0.554
H 0.566 4.971 0.911
H 0.521 4.613 3.337
H -0.742 2.779 4.293
H -2.122 1.345 2.897
H -3.014 4.151 -0.574
H -5.017 5.542 -1.132
H -7.212 4.430 -1.369
H -7.476 2.090 -0.869
H -5.494 0.707 -0.193
H -0.980 -1.298 -2.784
H -2.558 -2.071 -2.830
H 0.033 -3.311 -2.641
H 0.805 -5.639 -2.914
H 0.393 -7.255 -1.091
H -0.848 -6.623 0.864
H -1.833 -4.318 1.056
H -2.860 -1.720 2.108
H -5.042 -2.287 2.931
H -6.876 -2.756 1.320
H -6.320 -3.172 -1.071
H -4.019 -2.839 -1.821
C 1.470 0.684 5.535
C 0.549 -0.212 4.998
C 0.517 -0.392 3.618
N 1.282 0.295 2.755
C 2.176 1.154 3.286
C 2.271 1.394 4.666
H 1.474 0.825 6.621
H -0.120 -0.809 5.622
H -0.140 -1.133 3.153
H 2.834 1.710 2.611
H 3.010 2.058 5.076
S 1.996 -1.509 -2.554
C 1.607 -0.530 -3.857
N 0.783 -0.867 -4.866
C 0.666 0.152 -5.908
C 1.546 1.261 -5.331
N 2.109 0.680 -4.139
H 0.460 -1.803 -4.976
H -0.379 0.469 -6.038
H 1.092 -0.181 -6.860
H 0.976 2.173 -5.040
H 2.345 1.552 -6.011
H 2.588 1.204 -3.438
Br 5.969 -2.340 4.585
C 4.608 -3.328 3.759
C 4.272 -4.541 4.319
C 3.235 -5.294 3.790
C 2.480 -4.829 2.704
C 2.847 -3.600 2.149
C 3.894 -2.843 2.672
C 2.034 -2.954 1.073
O 2.535 -2.621 -0.035
O 0.925 -2.503 1.400
H 4.748 -4.915 5.218
H 2.955 -6.245 4.177
H 1.618 -5.359 2.330
H 4.193 -1.889 2.262
```

Calculated values
multiplicity	7
energy relative to the best compared isomer or geometry (same formula, charge and spin)	0.00	kJ/mol
frontier orbital gap (alpha / beta)	0.2970 / 0.2985	hartree


Entry 2:
# C49H44Cl56N2O2S4

A cluster of 15 separate species, C49H44Cl56N2O2S4 in total at a distorted geometry (ωB97M-V/def2-TZVPD, the OMol25 dataset).

Structure (XYZ):
```
157
C49H44Cl56N2O2S4 ωB97M-V/def2-TZVPD
C -1.581 2.403 -2.500
C -2.927 3.072 -2.836
C -4.058 2.114 -3.230
C -4.244 0.931 -2.280
N -4.320 -0.378 -2.965
C -2.967 -0.897 -3.318
C -2.571 -0.610 -4.775
C -1.129 -0.083 -4.921
C -0.471 -0.689 -6.177
C 1.015 -0.601 -6.156
C 1.717 0.312 -6.837
C 1.140 1.365 -7.717
C 3.192 0.283 -6.683
O 3.939 0.512 -7.596
C 3.665 -0.064 -5.333
C 3.000 -0.987 -4.640
C 3.474 -1.352 -3.254
C 3.045 -2.709 -2.687
C 4.208 -3.282 -1.847
S 4.731 -2.119 -0.550
C 3.735 -2.606 0.862
S 4.160 -3.920 1.699
N 2.615 -1.838 1.233
C 1.338 -2.445 0.966
C 1.157 -3.653 0.301
C -0.116 -4.178 0.116
C -1.246 -3.503 0.560
C -1.064 -2.296 1.231
C 0.207 -1.790 1.441
C 2.694 -0.456 0.807
C 1.902 0.105 -0.187
C 2.049 1.448 -0.492
C 2.981 2.251 0.148
C 3.801 1.682 1.121
C 3.633 0.340 1.447
C 1.796 -1.562 -5.317
O 1.467 -2.720 -5.252
C -4.928 -1.343 -2.137
S -4.936 -1.353 -0.511
S -5.682 -2.587 -3.107
C -5.679 -3.980 -1.969
C -6.270 -5.230 -2.585
C -6.092 -6.402 -1.619
H -0.884 2.490 -3.327
H -1.672 1.366 -2.194
H -1.111 2.924 -1.670
H -3.210 3.725 -2.014
H -2.755 3.727 -3.687
H -4.981 2.686 -3.212
H -3.916 1.817 -4.264
H -3.502 0.911 -1.484
H -5.203 1.048 -1.790
H -2.233 -0.531 -2.601
H -2.974 -1.975 -3.203
H -2.673 -1.538 -5.329
H -3.263 0.094 -5.219
H -0.531 -0.366 -4.058
H -1.174 0.992 -5.046
H -0.741 -1.743 -6.226
H -0.870 -0.205 -7.060
H 1.903 1.772 -8.370
H 0.725 2.178 -7.125
H 0.348 0.980 -8.351
H 4.535 0.423 -4.918
H 3.185 -0.564 -2.565
H 4.558 -1.347 -3.307
H 2.216 -2.584 -1.996
H 2.831 -3.444 -3.452
H 5.064 -3.353 -2.512
H 3.980 -4.266 -1.453
H 1.989 -4.227 -0.072
H -0.240 -5.129 -0.380
H -2.229 -3.914 0.413
H -1.930 -1.764 1.585
H 0.302 -0.851 1.965
H 1.162 -0.500 -0.688
H 1.415 1.893 -1.245
H 3.087 3.294 -0.093
H 4.542 2.285 1.617
H 4.272 -0.099 2.196
H -6.273 -3.698 -1.108
H -4.672 -4.196 -1.620
H -7.338 -5.099 -2.745
H -5.817 -5.502 -3.535
H -6.078 -6.066 -0.584
H -5.173 -6.948 -1.800
H -6.917 -7.099 -1.711
C 0.781 5.874 -1.653
Cl -0.662 6.437 -0.803
Cl 1.050 4.172 -1.272
Cl 0.547 6.065 -3.394
Cl 2.177 6.816 -1.128
C 1.543 0.629 5.168
Cl 1.074 -1.068 5.094
Cl 2.324 1.063 3.636
Cl 0.105 1.632 5.422
Cl 2.664 0.860 6.510
C 1.735 1.193 10.598
Cl 3.309 1.579 9.888
Cl 1.920 -0.168 11.702
Cl 1.124 2.593 11.478
Cl 0.589 0.774 9.310
C 0.914 6.262 3.035
Cl 1.864 4.914 2.399
Cl 1.337 6.535 4.727
Cl 1.262 7.720 2.098
Cl -0.803 5.871 2.917
C -2.243 4.559 12.342
Cl -2.666 2.849 12.232
Cl -1.453 5.067 10.847
Cl -3.706 5.515 12.592
Cl -1.137 4.805 13.699
C -7.454 1.388 1.400
Cl -8.866 1.901 2.329
Cl -6.577 2.813 0.826
Cl -6.394 0.421 2.428
Cl -7.974 0.428 0.015
C 6.835 2.451 -1.934
Cl 6.355 0.756 -1.894
Cl 7.571 2.834 -3.495
Cl 5.399 3.458 -1.708
Cl 7.974 2.763 -0.626
C 11.709 5.457 -1.026
Cl 13.164 5.870 -1.938
Cl 12.085 4.186 0.143
Cl 11.127 6.890 -0.170
Cl 10.460 4.893 -2.133
C 1.871 -5.141 5.794
Cl 1.462 -6.857 5.677
Cl 2.709 -4.632 4.318
Cl 0.383 -4.209 6.002
Cl 2.921 -4.883 7.193
C -0.048 -3.883 10.933
Cl 0.988 -5.126 10.227
Cl 0.348 -3.687 12.646
Cl 0.214 -2.354 10.098
Cl -1.741 -4.366 10.774
C -9.713 -8.107 0.386
Cl -8.306 -9.093 -0.038
Cl -9.991 -8.208 2.125
Cl -9.422 -6.425 -0.066
Cl -11.130 -8.711 -0.476
C -3.215 9.250 1.036
Cl -4.909 9.723 1.186
Cl -2.424 9.369 2.608
Cl -3.123 7.581 0.453
Cl -2.402 10.311 -0.117
C 8.049 6.959 -4.766
Cl 8.574 5.994 -6.151
Cl 7.212 8.408 -5.340
Cl 6.940 6.001 -3.777
Cl 9.457 7.429 -3.817
C -3.604 -8.590 1.178
Cl -2.277 -9.332 0.279
Cl -5.120 -8.834 0.304
Cl -3.719 -9.327 2.777
Cl -3.301 -6.856 1.350
```

Calculated values
frontier orbital gap	0.2787	hartree


no.,electronic energy (Eh)
1,-7323.31167
2,-29516.76985